[1]
DFT (ωB97M-V with the def2-TZVPD basis set) results for one molecule with the formula C8H13N2O2P.

Results
**Maximum force**: 3.52 eV/Å
**E**: -914.02113 hartree
**ΔE to the lowest compared entry with this formula, charge and spin**: 0.0 kJ/mol
**Structure (SMILES)**: N=[P@](O)(CN)OCc1ccccc1

Last column: Mulliken charge in e.
Cartesian coordinates (Å):
C 3.93 -0.22 -0.71  -0.427
C 3.06 -1.27 -0.46  -0.493
C 3.58 1.07 -0.37  -0.533
C 1.84 -1.02 0.14  -0.302
C 2.36 1.32 0.23  -0.478
C 1.48 0.28 0.49  0.673
C 0.14 0.53 1.14  -0.822
C -3.59 -0.48 0.24  -0.501
N -1.93 2.06 -0.08  -0.763
N -3.28 -1.87 0.05  -0.565
O -1.95 -0.07 -1.78  -0.543
O -0.86 -0.28 0.57  -0.249
P -2.15 0.54 -0.30  0.786
H 4.88 -0.42 -1.18  0.368
H 3.33 -2.28 -0.72  0.381
H 4.26 1.88 -0.57  0.375
H 1.15 -1.82 0.35  0.349
H 2.07 2.33 0.49  0.357
H 0.20 0.29 2.21  0.243
H -0.15 1.59 1.04  0.427
H -3.81 -0.18 1.28  0.305
H -4.44 -0.20 -0.38  0.380
H -2.67 2.64 -0.45  0.239
H -1.08 0.14 -2.12  0.329
H -3.99 -2.47 0.44  0.234
H -2.38 -2.09 0.45  0.230

---

[2]
DFT (ωB97M-V with the def2-TZVPD basis set) results for a 3-piece molecular cluster, C2H11N2O2 overall.

Results
**Maximum force**: 2.38 eV/Å
**E**: -342.50744 hartree
**Net charge**: +1
**ΔE to the lowest compared entry with this formula, charge and spin**: 212.7 kJ/mol

Last column: Mulliken charge in e.
Cartesian coordinates (Å):
C 0.60 0.32 -0.09  -0.124
C -0.22 1.29 0.36  -0.480
N 0.11 2.71 -0.04  -0.354
N 0.13 -0.92 -0.41  -0.266
H 1.70 0.31 -0.10  0.337
H -1.14 1.30 0.92  0.383
H 0.76 3.07 0.67  0.359
H -0.69 3.36 -0.01  0.353
H 0.52 2.78 -0.97  0.370
H -0.88 -1.06 -0.31  0.246
H 0.77 -1.67 -0.20  0.237
H -3.05 -1.57 -1.26  0.298
H -3.33 -0.17 -0.56  0.304
O -2.66 -0.81 -0.80  -0.653
H 3.09 -2.80 1.36  0.327
H 2.13 -3.39 0.36  0.329
O 2.17 -2.75 1.08  -0.665

---

[3]
DFT (ωB97M-V with the def2-TZVPD basis set) results for C5H8O5 as an isolated structure.

Results
**Maximum force**: 17.75 eV/Å
**E**: -571.16912 hartree
**ΔE to the lowest compared entry with this formula, charge and spin**: 1010.0 kJ/mol

Last column: Mulliken charge in e.
Cartesian coordinates (Å):
C 1.55 -0.63 -0.07  -0.212
C 0.89 0.41 -0.87  -0.004
C -0.37 1.03 -0.23  0.480
C -1.47 0.08 -0.27  0.356
C -2.56 0.38 0.60  -0.850
H 2.41 -0.91 1.84  0.374
H 2.40 -0.96 -0.36  0.661
H 0.67 -2.19 1.02  0.391
H 1.04 0.03 -1.75  0.634
H 1.50 2.68 -0.53  0.398
H -1.98 -1.47 -1.01  0.229
H -3.69 -0.27 0.59  0.188
H -2.52 0.95 1.59  0.250
O 1.46 -0.14 1.27  -0.654
O 0.81 -1.73 -0.10  -0.575
O 1.77 1.56 -1.00  -0.765
O -0.37 2.00 0.47  -0.566
O -1.55 -0.84 -1.20  -0.334

---

[4]
DFT (ωB97M-V with the def2-TZVPD basis set) results for C47H52IN11O2PPbSSi as an isolated structure.

Results
**Maximum force**: 0.77 eV/Å
**E**: -4094.31679 hartree
**Net charge**: +1
**ΔE to the lowest compared entry with this formula, charge and spin**: 253.2 kJ/mol

Last column: Mulliken charge in e.
Cartesian coordinates (Å):
Pb 0.75 0.78 -0.54  1.582
C 1.72 -4.48 -4.53  -1.687
C 2.08 -3.51 -3.46  0.337
C 1.77 -3.79 -2.11  -1.511
C 2.08 -2.90 -1.15  0.017
C 2.73 -1.63 -1.46  2.051
N 3.18 -0.82 -0.54  -1.028
C 3.56 -1.42 0.65  1.103
C 4.12 -2.71 0.62  -0.368
C 4.49 -3.40 1.76  -1.187
C 4.32 -2.82 3.01  0.537
C 4.64 -3.56 4.27  -1.760
C 3.86 -1.51 3.05  -0.603
C 3.54 -0.78 1.92  -0.214
N 3.28 0.60 2.15  -0.092
C 4.01 1.37 3.01  -0.258
C 3.40 2.60 3.07  -1.550
C 2.30 2.49 2.21  -0.539
N 2.24 1.29 1.65  1.071
C 2.83 -1.28 -2.89  -0.061
C 2.61 -2.27 -3.82  -0.871
N 3.31 -0.06 -3.32  0.372
C 3.95 0.20 -4.52  -0.263
C 4.12 1.54 -4.59  -1.206
C 3.54 2.04 -3.39  -0.190
N 3.07 1.08 -2.63  -0.205
H 1.54 -5.47 -4.13  0.413
H 0.81 -4.11 -5.00  0.290
H 2.49 -4.52 -5.30  0.401
H 1.25 -4.70 -1.86  0.428
H 1.78 -3.05 -0.12  0.885
H 4.31 -3.15 -0.35  0.488
H 4.93 -4.39 1.67  0.439
H 4.77 -4.62 4.09  0.399
H 5.57 -3.18 4.71  0.360
H 3.85 -3.42 5.01  0.406
H 3.74 -1.03 4.01  0.627
H 4.89 1.00 3.49  0.566
H 3.71 3.45 3.65  0.481
H 1.56 3.23 1.95  0.513
H 2.71 -2.04 -4.87  0.490
H 4.24 -0.59 -5.19  0.499
H 4.60 2.09 -5.38  0.450
H 3.45 3.07 -3.08  0.476
C -4.20 2.28 -2.42  -0.819
N -3.35 3.34 -1.89  0.346
C -3.82 4.53 -1.36  -0.880
C -2.75 5.25 -0.99  -0.346
N -1.62 4.49 -1.27  0.569
C -2.00 3.30 -1.86  -0.228
S -1.10 2.04 -2.53  -0.069
C -0.30 4.97 -1.07  0.281
C -0.06 6.35 -1.09  -1.034
C 1.23 6.79 -0.89  -0.587
C 2.24 5.86 -0.69  -1.240
C 1.90 4.52 -0.69  -0.342
N 0.65 4.08 -0.85  0.614
H -5.14 2.29 -1.88  0.361
H -3.70 1.33 -2.30  0.160
H -4.39 2.45 -3.48  0.331
H -4.87 4.75 -1.30  0.517
H -2.71 6.21 -0.51  0.411
H -0.85 7.05 -1.29  0.528
H 1.44 7.85 -0.91  0.418
H 3.27 6.17 -0.55  0.482
H 2.65 3.76 -0.52  0.734
I -6.52 -2.83 -1.76  0.052
C -4.55 -2.34 -2.25  -0.662
C -3.94 -2.97 -3.33  -0.563
C -2.63 -2.64 -3.64  -0.815
C -1.92 -1.70 -2.89  0.142
C -2.56 -1.10 -1.81  0.838
C -3.87 -1.40 -1.49  0.012
C -0.49 -1.38 -3.28  -0.926
O -0.09 -1.78 -4.37  -0.805
O 0.22 -0.74 -2.44  0.034
H -4.47 -3.70 -3.91  0.396
H -2.14 -3.09 -4.49  0.460
H -2.02 -0.38 -1.22  -0.024
H -4.36 -0.92 -0.65  0.701
C -1.72 -4.67 0.01  -0.537
Si -1.11 -3.80 1.54  -0.392
C -2.49 -3.54 2.77  -1.083
C 0.29 -4.76 2.33  -1.040
C -0.47 -2.15 1.04  -0.489
C -0.12 -1.06 0.62  0.731
H -1.92 -5.73 0.21  0.465
H -0.99 -4.61 -0.79  -0.012
H -2.64 -4.21 -0.35  0.154
H -2.91 -4.50 3.10  0.456
H -3.30 -2.97 2.31  0.278
H -2.14 -3.01 3.65  0.320
H -0.07 -5.70 2.74  0.414
H 0.75 -4.19 3.14  0.280
H 1.07 -5.00 1.60  0.271
C -2.36 2.59 4.32  -1.086
N -2.85 3.33 3.17  0.177
C -4.06 2.67 2.67  -1.121
N -3.86 1.25 2.35  0.255
C -3.34 0.58 3.53  -0.850
N -2.11 1.18 4.05  0.209
C -0.99 0.99 3.13  -1.055
P -1.28 1.79 1.47  1.994
C -1.84 3.45 2.12  -1.392
C -2.98 1.08 1.20  -0.434
H -3.10 2.66 5.12  0.325
H -1.43 3.05 4.67  0.414
H -4.41 3.19 1.78  0.399
H -4.82 2.73 3.44  0.301
H -3.15 -0.47 3.29  0.249
H -4.10 0.63 4.31  0.336
H -0.84 -0.07 2.94  0.200
H -0.08 1.39 3.58  0.440
H -2.26 4.02 1.29  0.134
H -0.98 4.00 2.50  0.462
H -2.84 0.01 1.00  -0.168
H -3.43 1.53 0.31  0.259

---

[5]
DFT (ωB97M-V with the def2-TZVPD basis set) results for a 7-piece molecular cluster, C33H48B2Br2N6O6P2S overall.

Results
**Maximum force**: 3.76 eV/Å
**E**: -8344.83832 hartree
**Structure (SMILES)**: CC[C@H](Br)[C@]1(S)C(=O)OC(B(C)O)(B(C)O)[C@]1([PH2]=O)P(O)Br.c1cc[nH]c1.c1cc[nH]c1.c1cc[nH]c1.c1cc[nH]c1.c1cc[nH]c1.c1cc[nH]c1

Last column: Mulliken charge in e.
Cartesian coordinates (Å):
C -2.93 1.98 3.46  -1.102
C -1.67 1.08 3.96  -0.399
C -1.59 -0.23 3.03  -0.656
Br -2.08 -1.78 4.24  -0.071
C -0.19 -0.46 2.29  0.123
S 1.01 -0.44 3.75  -0.222
C 0.11 0.79 1.34  -0.265
O -0.03 2.01 1.49  -0.552
O 0.68 0.39 0.11  -0.461
C 0.93 -1.08 0.18  0.909
B 2.54 -1.12 0.31  0.238
C 3.45 -1.78 1.46  -0.712
O 3.26 -0.51 -0.81  -0.646
B 0.73 -1.47 -1.42  0.368
C 0.28 -0.38 -2.54  -0.795
O 1.01 -2.81 -1.89  -0.900
C -0.04 -1.72 1.27  0.656
P 0.48 -3.37 2.10  0.312
O -0.73 -4.23 2.49  -0.589
P -1.79 -2.26 0.64  0.361
O -1.59 -3.62 -0.40  -0.474
Br -2.73 -0.51 -0.54  -0.307
H -2.61 3.07 3.65  0.362
H -3.88 1.78 4.04  0.319
H -3.07 1.91 2.32  0.286
H -1.93 0.77 5.02  0.416
H -0.77 1.76 3.89  0.412
H -2.49 -0.15 2.32  0.373
H 0.86 -1.61 4.47  0.199
H 4.55 -1.72 1.13  0.241
H 3.42 -1.26 2.47  0.254
H 3.23 -2.91 1.52  0.269
H 3.54 0.38 -0.52  0.313
H -0.52 0.34 -2.17  0.237
H 1.15 0.27 -2.89  0.307
H -0.18 -0.91 -3.45  0.199
H 1.95 -2.76 -2.20  0.374
H 1.44 -3.18 3.14  0.136
H 1.17 -4.09 1.05  0.089
H -2.36 -4.22 -0.26  0.358
N -4.70 6.33 2.69  0.045
C -4.29 5.07 2.34  -0.564
C -3.21 5.20 1.50  -0.174
C -2.96 6.59 1.34  -0.460
C -3.89 7.26 2.09  -0.817
H -5.47 6.54 3.30  0.183
H -4.80 4.20 2.72  0.446
H -2.66 4.39 1.05  0.557
H -2.18 7.04 0.75  0.417
H -4.05 8.32 2.25  0.388
N 2.29 -3.17 -5.04  0.006
C 3.35 -4.00 -5.30  -0.488
C 4.10 -3.43 -6.30  -0.507
C 3.48 -2.21 -6.66  -0.137
C 2.37 -2.07 -5.86  -0.645
H 1.57 -3.33 -4.36  0.271
H 3.47 -4.92 -4.75  0.379
H 5.00 -3.85 -6.73  0.381
H 3.80 -1.51 -7.41  0.418
H 1.62 -1.29 -5.81  0.357
N -5.05 -3.98 3.92  0.148
C -5.19 -4.94 4.88  -0.436
C -6.53 -5.19 5.04  -0.451
C -7.23 -4.35 4.13  -0.489
C -6.28 -3.62 3.45  -0.423
H -4.17 -3.60 3.60  0.152
H -4.33 -5.36 5.37  0.364
H -6.97 -5.90 5.73  0.375
H -8.29 -4.30 3.99  0.376
H -6.39 -2.87 2.68  0.376
N 6.26 -3.18 4.22  0.034
C 6.67 -4.44 3.85  -0.533
C 7.74 -4.31 3.00  -0.355
C 7.99 -2.92 2.85  -0.339
C 7.07 -2.25 3.62  -0.560
H 5.49 -2.98 4.83  0.193
H 6.16 -5.31 4.22  0.379
H 8.27 -5.12 2.53  0.396
H 8.77 -2.47 2.26  0.400
H 6.92 -1.20 3.79  0.388
N -6.53 7.52 0.08  0.101
C -6.81 7.48 -1.26  -0.438
C -8.01 8.12 -1.46  -0.532
C -8.46 8.57 -0.20  -0.581
C -7.53 8.19 0.73  -0.250
H -5.71 7.12 0.52  0.271
H -6.13 6.99 -1.95  0.352
H -8.50 8.25 -2.42  0.382
H -9.37 9.12 0.00  0.376
H -7.49 8.34 1.80  0.309
N 6.42 -0.69 -9.04  0.026
C 5.82 0.53 -8.85  -0.597
C 6.59 1.25 -7.97  -0.328
C 7.70 0.44 -7.63  -0.351
C 7.57 -0.74 -8.30  -0.527
H 6.07 -1.42 -9.63  0.201
H 4.90 0.78 -9.35  0.403
H 6.38 2.25 -7.62  0.408
H 8.51 0.70 -6.96  0.390
H 8.20 -1.63 -8.32  0.374